[1]
This record from OMol25 describes the ion C2H6NO with charge +1. The level of theory is wB97M-V/def2-TZVPD.

Atoms and positions in Å:
N 0.3311 0.8179 0.6958
C 0.4848 -0.3688 -0.2247
C -0.9018 -0.7700 -0.7199
O -1.8122 0.0031 -0.5436
H -0.2959 1.5393 0.3228
H -0.1189 0.4869 1.5523
H 1.2547 1.2338 0.8448
H 0.9901 -1.1330 0.3639
H 1.0924 -0.0650 -1.0776
H -1.0245 -1.7442 -1.2137

## Properties
Orbital gap (hartree): 0.4176
LUMO level (eV): -4.16
E_tot (a.u.): -209.5225
Energy above the lowest of the compared OMol25 structures with the same formula, charge and spin (eV): 0.088
SMILES: [NH3+]CC=O
E_HOMO (eV): -15.52
Charge: +1



[2]
This record from OMol25 describes a structure of composition C2HO3Zn in a non-equilibrium geometry. The level of theory is wB97M-V/def2-TZVPD.

Atoms and positions in Å:
C 0.5745 1.7874 0.1386
O 0.8823 1.4358 -0.9830
C -0.0203 -0.8066 -0.6486
O -0.3956 -0.5852 0.4898
O 0.0178 -1.2534 -1.7023
Zn -1.2056 -1.0380 2.0875
H 1.2876 2.1353 0.9226

## Properties
Orbital gap (spin up / spin down) (hartree): 0.1427 / 0.3606
<S²>: 0.75
LUMO level (spin up / spin down) (eV): -14.21 / -13.97
Multiplicity: 2
E_tot (a.u.): -2080.9478
Energy above the lowest of the compared OMol25 structures with the same formula, charge and spin (eV): 0.000
E_HOMO (spin up / spin down) (eV): -18.10 / -23.78
Charge: +2



[3]
This record from OMol25 describes a structure of composition C4H12CuN5O17S2 in a non-equilibrium geometry. The level of theory is wB97M-V/def2-TZVPD.

Atoms and positions in Å:
Cu 0.6873 -0.7141 0.0418
N -1.2728 -4.8834 3.5209
O -1.0262 -4.4473 4.6867
O -1.6431 -6.0058 3.3589
O -1.1286 -4.1945 2.5740
N 1.9473 -5.2858 -3.4997
O 2.7911 -5.3053 -4.3663
O 1.8180 -4.2379 -2.8338
O 1.1545 -6.1852 -3.2724
N 5.6301 -3.5069 2.3624
O 4.6032 -2.9772 2.2564
O 6.1409 -3.4338 3.4772
O 6.1992 -3.9213 1.3582
N 5.4692 2.4817 -1.0805
O 4.3067 2.0621 -1.0261
O 5.8304 3.4158 -0.3773
O 6.2314 1.8928 -1.8387
N 2.1067 2.0869 5.1431
O 2.9099 3.0329 4.9752
O 2.0529 1.4829 6.2060
O 1.5264 1.6546 4.1420
C 0.1152 1.5666 -6.7050
S -1.4612 0.7652 -6.1490
O -1.2149 0.6531 -4.6988
C -2.6183 2.1775 -6.3563
H 0.8748 0.7930 -6.8178
H 0.2555 2.3352 -5.9450
H 0.1276 2.1449 -7.6288
H -2.9555 2.1910 -7.3927
H -2.2106 3.1345 -6.0307
H -3.4627 1.9157 -5.7188
C -4.5565 0.7633 4.3238
S -4.6728 1.6276 2.7291
O -3.4248 1.2112 1.9838
C -4.4368 3.2455 3.5268
H -4.5569 -0.3233 4.2382
H -5.3835 1.0624 4.9678
H -3.5686 0.9368 4.7504
H -4.3447 4.1240 2.8882
H -3.5060 3.3173 4.0895
H -5.3339 3.3476 4.1374

## Properties
Orbital gap (spin up / spin down) (hartree): 0.1265 / 0.0866
<S²>: 0.76
LUMO level (spin up / spin down) (eV): 2.46 / 1.37
Multiplicity: 2
E_tot (a.u.): -4148.4135
E_HOMO (spin up / spin down) (eV): -0.98 / -0.98
Charge: -3



[4]
This record from OMol25 describes a cluster of 2 separate species, C4H13NO2 in total in a non-equilibrium geometry. The level of theory is wB97M-V/def2-TZVPD.

Atoms and positions in Å:
C 1.0831 -0.2115 1.4692
N 0.9920 -0.5920 0.0578
C 2.2109 -0.7177 -0.7650
C -0.2217 -0.7261 -0.6874
C -0.3364 0.4857 -1.6714
O -1.6410 1.0918 -1.6806
H 0.7562 -0.9597 2.1727
H 0.4735 0.6910 1.5001
H 2.1171 0.0726 1.7081
H 3.0265 -0.7250 -0.0320
H 2.1979 -1.6792 -1.2908
H 2.3138 0.1500 -1.4162
H -0.2008 -1.6658 -1.2729
H -1.1843 -0.6949 -0.1887
H 0.3040 1.3292 -1.3758
H -0.0908 0.2645 -2.7172
H -1.9133 1.6180 -0.9227
O -3.1099 0.7587 1.9969
H -2.7639 0.5033 2.8610
H -4.0131 1.0070 2.2552

## Properties
Orbital gap (hartree): 0.2976
LUMO level (eV): 0.59
E_tot (a.u.): -365.3684
Energy above the lowest of the compared OMol25 structures with the same formula, charge and spin (eV): 2.017
SMILES: CN(C)CCO.O
E_HOMO (eV): -7.51



[5]
This record from OMol25 describes the molecule C18H21N3O2 in a non-equilibrium geometry. The level of theory is wB97M-V/def2-TZVPD.

Atoms and positions in Å:
C -2.4563 -1.0381 5.4159
C -1.7523 0.1497 4.9006
C -0.6507 0.7458 5.8824
C -1.1735 -0.0039 3.4343
C -2.0084 0.6355 2.2647
N -3.0980 -0.1210 1.6618
C -1.1687 0.9313 1.0666
O -0.2425 -0.0898 1.0110
C 0.3890 -0.2406 -0.1788
C 1.3148 0.7889 -0.5434
C 2.0374 0.8393 -1.7495
C 1.8405 -0.2091 -2.6606
C 1.0357 -1.2938 -2.3822
C 0.2683 -1.2630 -1.1434
C 0.7726 -2.2985 -3.3579
O 0.0884 -3.2790 -3.1332
N 0.7306 -2.0376 -4.7015
C 1.4615 -0.9214 -5.0698
C 1.4039 -0.4558 -6.5168
N 2.0994 0.6891 -6.9749
C 2.7636 1.4150 -6.0635
C 3.0378 1.0604 -4.7758
C 2.4779 -0.1752 -4.0735
H -2.7198 -0.9635 6.4721
H -1.8017 -1.8706 5.2514
H -3.4271 -1.2120 4.7758
H -2.4376 0.9520 4.8608
H -0.3283 1.6726 5.4517
H 0.1090 -0.0209 5.9893
H -1.1718 0.9384 6.9145
H -0.1681 0.5178 3.4006
H -1.0621 -1.0247 3.1449
H -2.5060 1.5760 2.6901
H -2.6152 -0.7972 1.0709
H -3.5513 0.5125 1.0271
H -0.6812 1.8641 1.1852
H -1.7363 0.8536 0.1255
H 1.4507 1.6410 0.1001
H 2.6468 1.7023 -1.9811
H -0.5569 -2.0133 -0.8913
H 0.8689 -1.1096 -7.2536
H 3.3547 2.3437 -6.3564
H 3.8411 1.5164 -4.2769
H 3.3211 -0.9066 -4.0132

## Properties
Orbital gap (hartree): 0.2693
LUMO level (eV): -1.85
E_tot (a.u.): -1013.0674
Energy above the lowest of the compared OMol25 structures with the same formula, charge and spin (eV): 7.022
SMILES: CC(C)C[C@H](N)COc1ccc2c(c1)C(=O)N=C1C=NC=C[C@H]12
E_HOMO (eV): -9.18



[6]
This record from OMol25 describes a structure of composition C12H8N2O4Ru in a non-equilibrium geometry. The level of theory is wB97M-V/def2-TZVPD.

Atoms and positions in Å:
Ru 0.1635 -1.3110 0.0743
C -0.8174 -1.1326 1.6969
O -1.4812 -1.0281 2.6467
C -0.1134 -3.1227 0.6841
O -0.4198 -4.0827 1.3349
C 2.0112 -1.1148 0.5622
O 3.1578 -0.9993 0.7357
C -1.1080 -1.0528 -1.3419
O -1.7941 -0.7682 -2.2475
C 1.2713 -2.2672 -1.7648
H 0.6777 -2.0507 -2.6524
H 2.2994 -1.9052 -1.7668
C 0.8934 -3.2767 -0.9211
H 1.6430 -3.7583 -0.2676
H 0.0665 -3.9531 -1.2185
N -3.8950 3.7572 0.0546
C -2.7657 3.3911 0.0510
C -1.4083 2.8733 0.1759
C -0.3387 3.7339 0.5021
C 0.8982 3.1477 0.6953
C 1.0373 1.7642 0.5304
N 0.0119 0.9600 0.2102
C -1.2102 1.5002 0.0803
H -0.5260 4.8187 0.6011
H 1.7683 3.7294 1.0186
H 2.0377 1.3059 0.6387
H -2.0595 0.8418 -0.1124

## Properties
Orbital gap (spin up / spin down) (hartree): 0.2250 / 0.2244
<S²>: 8.80
LUMO level (spin up / spin down) (eV): -12.24 / -16.24
Multiplicity: 6
E_tot (a.u.): -965.8532
Energy above the lowest of the compared OMol25 structures with the same formula, charge and spin (eV): 2.657
E_HOMO (spin up / spin down) (eV): -18.37 / -22.35
Charge: +3



[7]
This record from OMol25 describes a cluster of 2 separate species, ClF2HSi in total in a non-equilibrium geometry. The level of theory is wB97M-V/def2-TZVPD.

Atoms and positions in Å:
F 0.4419 2.2584 0.0142
F -0.1609 -1.4247 1.2300
Si 0.0355 -0.4392 -0.0147
Cl -1.6432 -0.4599 -0.9252
H 1.3267 0.0654 -0.3044

## Properties
Orbital gap (hartree): 0.3135
LUMO level (eV): -1.35
E_tot (a.u.): -950.0066
Energy above the lowest of the compared OMol25 structures with the same formula, charge and spin (eV): 4.880
E_HOMO (eV): -9.88



[8]
This record from OMol25 describes a structure of composition C14H16N4RbSSbSe4. The level of theory is wB97M-V/def2-TZVPD.

Atoms and positions in Å:
Rb 1.3109 -0.4733 -0.6865
Se 4.6807 -5.1757 0.7361
Sb 3.3607 -3.2134 0.1545
Se 4.6306 -1.0646 0.0710
Se 1.4729 -2.8136 1.7509
Se 2.3465 -3.4246 -2.1405
C 3.7077 3.4496 1.2634
C 2.8693 4.5168 1.5275
C 1.6015 4.5321 0.9634
C 1.2256 3.4725 0.1489
N 2.0383 2.4509 -0.1174
C 3.2495 2.4311 0.4329
C -0.1426 3.4000 -0.4520
C -0.8303 4.5467 -0.8367
C -2.1003 4.4156 -1.3734
C -2.6449 3.1498 -1.5037
C -1.8836 2.0599 -1.0998
N -0.6610 2.1785 -0.5922
H 4.6942 3.3803 1.7007
H 3.1854 5.3202 2.1821
H 0.9054 5.3318 1.1813
H 3.8547 1.5504 0.2218
H -0.3659 5.5191 -0.7388
H -2.6522 5.2915 -1.6929
H -3.6329 2.9969 -1.9167
H -2.2594 1.0450 -1.1844
C -3.4021 -2.6858 0.9604
N -2.4985 -3.4786 0.1718
C -1.6809 -4.4940 0.8421
C -0.6662 -4.8766 -0.2363
N -0.7862 -3.7645 -1.1706
C -1.8029 -2.9679 -0.8872
S -2.2070 -1.5508 -1.7303
H -4.1192 -3.3436 1.4574
H -3.9308 -1.9937 0.3093
H -2.8673 -2.1093 1.7256
H -2.2998 -5.3313 1.1706
H -1.1583 -4.0511 1.6976
H -0.9211 -5.8148 -0.7371
H 0.3477 -4.9221 0.1610
H 0.0319 -3.4896 -1.7340

## Properties
Orbital gap (hartree): 0.1550
LUMO level (eV): 3.48
E_tot (a.u.): -11030.5536
Energy above the lowest of the compared OMol25 structures with the same formula, charge and spin (eV): 0.009
E_HOMO (eV): -0.74
Charge: -2